C27H59N5O29S6 | ωB97M-V/def2-TZVPD

Atoms and positions in Å:
C (-5.07, 3.43, -2.53)
C (-4.04, 2.29, -2.51)
O (-3.58, 1.78, -3.53)
N (-3.65, 1.89, -1.27)
C (-2.45, 1.13, -1.08)
H (-6.12, 3.21, -2.40)
H (-5.06, 4.03, -3.44)
H (-4.80, 4.11, -1.72)
H (-4.26, 2.01, -0.47)
H (-2.10, 0.44, -1.84)
H (-2.67, 0.48, -0.23)
H (-1.68, 1.81, -0.71)
C (1.65, -2.53, -0.45)
C (2.85, -1.59, -0.52)
O (2.93, -0.66, -1.37)
N (3.80, -1.82, 0.33)
C (5.06, -1.02, 0.27)
H (1.98, -3.49, -0.03)
H (1.32, -2.75, -1.46)
H (0.80, -2.15, 0.11)
H (3.63, -2.54, 1.01)
H (5.45, -0.73, -0.71)
H (5.87, -1.53, 0.78)
H (4.97, 0.00, 0.65)
C (0.22, 4.20, 2.80)
C (-0.10, 2.66, 2.68)
O (0.82, 1.81, 2.54)
N (-1.39, 2.30, 2.93)
C (-1.68, 1.06, 3.68)
H (0.75, 4.59, 1.93)
H (0.92, 4.27, 3.63)
H (-0.73, 4.74, 2.85)
H (-2.18, 2.92, 3.01)
H (-1.93, 0.31, 2.93)
H (-2.48, 1.31, 4.38)
H (-0.83, 0.70, 4.25)
C (-0.72, -0.78, -2.13)
C (-0.50, -0.49, -0.64)
O (-1.39, -0.73, 0.15)
N (0.73, -0.15, -0.22)
C (0.95, 0.28, 1.13)
H (-1.37, -1.65, -2.23)
H (0.19, -0.96, -2.72)
H (-1.07, 0.09, -2.67)
H (1.49, -0.43, -0.82)
H (1.88, 0.84, 1.23)
H (0.99, -0.51, 1.88)
H (0.15, 0.93, 1.50)
C (4.69, 2.05, -1.01)
C (3.92, 2.09, 0.27)
O (4.22, 1.43, 1.26)
N (2.98, 3.02, 0.30)
C (2.13, 3.30, 1.48)
H (5.42, 1.24, -1.07)
H (4.94, 3.04, -1.40)
H (3.83, 1.79, -1.62)
H (2.91, 3.56, -0.55)
H (1.87, 2.37, 1.99)
H (1.17, 3.64, 1.09)
H (2.66, 4.02, 2.09)
C (3.02, 1.26, 3.32)
C (3.03, -0.17, 2.72)
O (4.03, -0.89, 3.44)
S (5.03, 0.15, 4.36)
O (6.21, 0.60, 3.60)
O (5.32, -0.53, 5.59)
O (3.80, 1.22, 4.48)
H (2.03, 1.57, 3.67)
H (3.39, 2.03, 2.65)
H (3.27, -0.25, 1.66)
H (2.05, -0.65, 2.80)
C (-2.90, -0.76, 1.34)
C (-3.64, -1.57, 0.30)
O (-5.00, -1.39, 0.44)
S (-5.31, -0.25, 1.62)
O (-6.42, -0.79, 2.44)
O (-5.37, 1.07, 1.04)
O (-3.81, -0.56, 2.38)
H (-2.36, 0.13, 1.00)
H (-2.19, -1.51, 1.68)
H (-3.44, -2.59, 0.61)
H (-3.28, -1.40, -0.71)
C (-2.58, -2.23, -4.61)
C (-2.73, -0.82, -3.94)
O (-1.57, -0.17, -4.25)
S (-0.60, -0.94, -5.41)
O (0.43, -1.69, -4.67)
O (-0.10, -0.12, -6.56)
O (-1.86, -1.95, -5.75)
H (-3.44, -2.70, -5.09)
H (-2.18, -2.97, -3.93)
H (-2.68, -1.00, -2.87)
H (-3.72, -0.44, -4.18)
C (-2.02, -4.48, 0.08)
C (-1.12, -3.34, -0.25)
O (-1.42, -2.80, -1.48)
S (-2.32, -3.81, -2.45)
O (-1.49, -4.65, -3.36)
O (-3.44, -2.98, -3.00)
O (-2.91, -4.60, -1.03)
H (-2.66, -4.43, 0.96)
H (-1.38, -5.36, 0.18)
H (-0.11, -3.74, -0.33)
H (-1.08, -2.58, 0.52)
C (1.66, 1.01, -3.55)
C (0.42, 1.48, -4.25)
O (0.57, 2.90, -4.21)
S (1.41, 3.38, -2.88)
O (0.54, 3.96, -1.88)
O (2.70, 4.04, -3.21)
O (1.63, 1.80, -2.38)
H (2.57, 1.00, -4.14)
H (1.48, -0.03, -3.27)
H (-0.48, 1.05, -3.82)
H (0.49, 1.29, -5.32)
C (0.07, -2.09, 4.58)
C (-0.49, -1.16, 3.58)
O (0.07, -1.67, 2.30)
S (0.94, -3.12, 2.43)
O (2.35, -2.82, 2.56)
O (0.49, -3.98, 1.42)
O (0.21, -3.34, 3.87)
H (-0.82, -2.13, 5.21)
H (1.06, -1.83, 4.95)
H (-0.08, -0.17, 3.73)
H (-1.58, -1.16, 3.51)

For the HOMO-LUMO gap, the calculation gives 8.4283 eV. The calculation puts the maximum force at 10.28 eV/Å. Its energy is -5907.98675 Eh. For the relative energy (zero: lowest compared OMol25 entry of this formula, charge and spin), the calculation gives 2586.56 kJ/mol.

Here are the Mulliken charges for atoms 1 to 8, given in e:
1. C -1.428
2. C 0.538
3. O -0.525
4. N 0.158
5. C 0.408
6. H 0.287
7. H 0.379
8. H 0.390


C5H8O2 | ωB97M-V/def2-TZVPD

Atoms and positions in Å:
C (-1.17, 0.72, 0.40)
O (-0.91, 1.12, -0.93)
C (0.33, 0.48, -1.22)
C (0.03, -0.97, -0.85)
C (-0.28, -0.57, 0.59)
C (1.06, 0.01, 1.00)
O (1.33, 0.87, -0.27)
H (-2.23, 0.50, 0.57)
H (-0.87, 1.52, 1.10)
H (0.57, 0.70, -2.26)
H (0.88, -1.66, -0.97)
H (-0.83, -1.34, -1.40)
H (-0.81, -1.27, 1.23)
H (0.95, 0.47, 2.01)
H (1.96, -0.59, 1.01)

For the HOMO-LUMO gap, the calculation gives 10.8797 eV. The calculation puts the maximum force at 1.49 eV/Å. Its structure (SMILES) is C1O[C@H]2C[C@@H]1CO2. Its energy is -345.74933 Eh. For the relative energy (zero: lowest compared OMol25 entry of this formula, charge and spin), the calculation gives 146.04 kJ/mol.

Here are the natural (NBO) charges for atoms 1 to 8, given in e:
1. C -0.075
2. O -0.525
3. C 0.347
4. C -0.448
5. C -0.295
6. C -0.078
7. O -0.543
8. H 0.186


C2H7N2O | ωB97M-V/def2-TZVPD

Atoms and positions in Å:
C (1.35, -0.45, -1.41)
C (-2.10, 1.01, 0.15)
N (-0.94, 0.01, -0.33)
N (1.76, -1.77, -0.88)
O (0.34, 0.17, -1.05)
H (-2.90, 0.37, -0.02)
H (-2.12, 1.87, -0.43)
H (-1.82, 1.31, 1.15)
H (-0.89, -0.68, 0.33)
H (2.75, -1.92, -1.02)
H (1.32, -2.57, -1.35)
H (1.48, -1.91, 0.10)

For the HOMO-LUMO gap, the calculation gives 9.6790 eV. The calculation puts the maximum force at 4.42 eV/Å. Its energy is -264.65964 Eh. For the relative energy (zero: lowest compared OMol25 entry of this formula, charge and spin), the calculation gives 712.95 kJ/mol. The net charge is +1.

Here are the natural (NBO) charges for atoms 1 to 8, given in e:
1. C 0.400
2. C -0.354
3. N -0.355
4. N -0.790
5. O -0.287
6. H 0.239
7. H 0.230
8. H 0.219


C21H28ClN3O2S | ωB97M-V/def2-TZVPD

Atoms and positions in Å:
C (-4.90, -1.58, 2.23)
N (-3.87, -0.77, 2.86)
C (-2.55, -0.96, 2.94)
O (-1.88, -0.07, 3.43)
C (-1.81, -2.24, 2.47)
C (-1.46, -2.21, 0.97)
C (-0.36, -3.20, 0.59)
S (-0.05, -3.32, -1.19)
C (0.53, -1.65, -1.56)
N (-2.28, -3.54, 3.00)
C (-3.18, -4.44, 2.60)
C (-3.61, -4.60, 1.16)
O (-3.62, -5.23, 3.43)
H (-5.86, -1.07, 2.32)
H (-4.99, -2.55, 2.72)
H (-4.69, -1.70, 1.17)
H (-4.16, 0.10, 3.26)
H (-0.83, -2.12, 2.95)
H (-2.35, -2.38, 0.37)
H (-1.10, -1.21, 0.73)
H (-0.62, -4.20, 0.95)
H (0.57, -2.91, 1.09)
H (1.37, -1.40, -0.91)
H (-0.27, -0.93, -1.41)
H (0.86, -1.60, -2.60)
H (-2.03, -3.70, 3.96)
H (-4.10, -3.71, 0.79)
H (-2.75, -4.83, 0.54)
H (-4.31, -5.43, 1.09)
N (6.61, 1.46, -3.16)
C (6.21, 1.53, -1.75)
C (4.78, 2.00, -1.62)
C (4.42, 2.97, -0.68)
C (3.09, 3.38, -0.53)
C (2.09, 2.81, -1.33)
C (0.69, 3.22, -1.14)
C (-0.27, 2.29, -0.71)
C (-1.61, 2.67, -0.54)
C (-2.00, 3.98, -0.81)
C (-1.05, 4.92, -1.24)
C (0.29, 4.54, -1.39)
C (2.44, 1.85, -2.30)
Cl (1.25, 1.16, -3.38)
C (3.77, 1.46, -2.43)
H (7.58, 1.18, -3.25)
H (6.44, 2.35, -3.63)
H (6.88, 2.22, -1.22)
H (6.31, 0.54, -1.29)
H (5.18, 3.41, -0.03)
H (2.83, 4.12, 0.21)
H (0.03, 1.27, -0.50)
H (-2.34, 1.94, -0.20)
H (-3.03, 4.28, -0.69)
H (-1.35, 5.94, -1.44)
H (1.02, 5.27, -1.72)
H (4.03, 0.71, -3.18)

For the HOMO-LUMO gap, the calculation gives 9.2937 eV. The calculation puts the maximum force at 2.11 eV/Å. Its structure (SMILES) is CNC(=O)[C@H](CCSC)NC(C)=O.NCc1ccc(-c2ccccc2)c(Cl)c1. Its energy is -1990.16204 Eh. For the relative energy (zero: lowest compared OMol25 entry of this formula, charge and spin), the calculation gives 0.00 kJ/mol.

Here are the natural (NBO) charges for atoms 1 to 8, given in e:
1. C -0.417
2. N -0.606
3. C 0.655
4. O -0.626
5. C -0.130
6. C -0.421
7. C -0.535
8. S 0.196


> Look up the relative energy (zero: lowest compared OMol25 entry of this formula, charge and spin) of the third one.

712.95 kJ/mol


Please write out number 3 again, unchanged.
C2H7N2O | ωB97M-V/def2-TZVPD

Atoms and positions in Å:
C (1.35, -0.45, -1.41)
C (-2.10, 1.01, 0.15)
N (-0.94, 0.01, -0.33)
N (1.76, -1.77, -0.88)
O (0.34, 0.17, -1.05)
H (-2.90, 0.37, -0.02)
H (-2.12, 1.87, -0.43)
H (-1.82, 1.31, 1.15)
H (-0.89, -0.68, 0.33)
H (2.75, -1.92, -1.02)
H (1.32, -2.57, -1.35)
H (1.48, -1.91, 0.10)

For the HOMO-LUMO gap, the calculation gives 9.6790 eV. The calculation puts the maximum force at 4.42 eV/Å. Its energy is -264.65964 Eh. For the relative energy (zero: lowest compared OMol25 entry of this formula, charge and spin), the calculation gives 712.95 kJ/mol. The net charge is +1.

Here are the natural (NBO) charges for atoms 1 to 8, given in e:
1. C 0.400
2. C -0.354
3. N -0.355
4. N -0.790
5. O -0.287
6. H 0.239
7. H 0.230
8. H 0.219